Here is a cluster of 3 separate species, C15H30N5O in total at a distorted geometry from the Open Molecules 2025 dataset. Energies are from the ωB97M-V functional and the def2-TZVPD basis.

Output
Energy relative to the best compared isomer or geometry (same formula, charge and spin) = 0.000 eV
Kohn-Sham gap = 9.29 eV
Net charge = +1
E_LUMO = -3.47 eV

The geometry in XYZ format:
```
51
Properties=species:S:1:pos:R:3:forces:R:3
C -0.2500 0.8898 -0.8853 -0.1 0.0 0.1
C 0.9678 0.0735 -1.2576 -0.3 -0.2 -0.2
O 0.4644 -1.1493 -1.8162 -0.2 0.0 0.3
C 1.8982 -0.1898 -0.0677 -0.1 -0.1 -0.6
C 1.2922 -1.1966 0.8853 0.2 0.1 0.5
C 1.6585 -1.0908 2.3683 -0.2 -0.2 -0.3
C 0.6960 -1.9949 3.1290 0.9 0.1 0.3
N 0.5628 -3.3425 2.4738 -1.9 1.3 -1.4
C 0.6708 -3.3777 1.1357 0.4 -0.4 0.2
N -0.1270 -4.1410 0.3867 0.4 0.2 0.3
N 1.6537 -2.6124 0.4828 0.1 -0.6 0.5
H -0.8632 1.0696 -1.7654 0.0 0.1 -0.1
H 0.0427 1.8450 -0.4550 0.0 0.1 0.0
H -0.8876 0.3811 -0.1596 0.1 -0.1 0.1
H 1.5104 0.6064 -2.0305 0.2 0.1 0.0
H 1.1865 -1.7779 -1.8720 0.2 -0.1 -0.1
H 2.1016 0.7660 0.4099 0.0 0.0 0.2
H 2.8498 -0.5677 -0.4449 0.1 0.0 0.1
H 0.2014 -1.1451 0.8310 -0.1 0.1 -0.2
H 2.6910 -1.4063 2.5275 0.1 0.1 0.0
H 1.5772 -0.0716 2.7381 -0.2 0.1 0.0
H -0.2951 -1.5473 3.1342 -0.1 -0.1 0.1
H 1.0499 -2.1471 4.1436 -0.2 -0.1 0.1
H -0.3612 -3.7127 2.7051 0.4 -0.5 0.5
H -1.1275 -4.1599 0.4948 0.0 -0.5 0.5
H 0.2987 -4.6540 -0.3664 -0.2 0.5 -0.6
H 2.5346 -2.8148 0.9551 0.2 0.1 -0.2
C -5.4870 -3.0122 -0.3535 0.1 0.1 0.0
C -4.8461 -1.7341 -0.8821 -0.2 -0.2 0.1
C -3.3168 -1.7389 -0.7653 -0.2 0.2 -0.2
C -2.8703 -1.7803 0.6266 0.1 0.0 -0.1
N -2.5144 -1.7909 1.7202 0.2 -0.2 -0.1
H -5.2951 -3.1435 0.7131 0.0 0.0 0.0
H -6.5662 -2.9821 -0.4917 0.0 0.0 0.0
H -5.1064 -3.8896 -0.8802 0.0 0.0 0.0
H -5.2515 -0.8714 -0.3518 0.1 0.0 0.0
H -5.1020 -1.6079 -1.9343 0.1 0.0 0.0
H -2.8985 -0.8445 -1.2297 0.1 0.0 0.1
H -2.8991 -2.5936 -1.3012 0.0 0.0 0.1
C 3.6458 6.0657 -0.6892 0.0 0.0 0.0
C 2.2418 6.0068 -1.2793 0.2 0.1 0.1
C 1.5127 4.6980 -0.9540 -0.1 0.3 -0.1
C 2.1720 3.5359 -1.5481 0.0 0.0 0.1
N 2.6885 2.6232 -2.0160 0.1 0.1 0.0
H 4.2844 5.2836 -1.1029 0.0 0.0 0.0
H 4.1119 7.0244 -0.9114 0.0 0.0 0.0
H 3.6212 5.9477 0.3958 0.0 0.0 0.0
H 2.2904 6.1397 -2.3609 -0.1 0.0 0.0
H 1.6477 6.8322 -0.8851 -0.1 0.0 0.0
H 0.4876 4.7401 -1.3269 0.0 -0.1 0.0
H 1.4525 4.5599 0.1277 0.1 -0.1 0.0
```
Forces are in eV/Å.

Here is the molecule C3H9N5 at a distorted geometry from the Open Molecules 2025 dataset. Energies are from the ωB97M-V functional and the def2-TZVPD basis.

Output
Energy relative to the best compared isomer or geometry (same formula, charge and spin) = 1.890 eV
Kohn-Sham gap = 10.08 eV
E_LUMO = 0.77 eV

The geometry in XYZ format:
```
17
Properties=species:S:1:pos:R:3:forces:R:3
C -0.3149 0.3507 -0.3242 -4.6 -3.3 -0.4
C 1.0862 0.5058 -0.4757 2.2 2.7 0.2
C -0.8350 -0.2121 0.9588 1.7 -2.2 0.0
H -1.0361 -1.5842 -0.8696 0.6 2.3 -1.5
H -1.9770 -0.3869 -1.4155 0.4 0.4 -0.1
H -0.8300 1.2429 -0.4498 -0.5 2.1 -0.5
H 0.6642 0.2916 -2.4187 0.1 -0.2 -0.1
H 2.3128 0.9450 -2.1826 -2.3 -1.0 1.4
H 1.1709 0.8385 1.3861 1.8 0.7 -1.8
H 0.9542 -1.1763 1.1295 -1.9 -0.5 -0.3
H -0.1575 -1.9300 2.1334 -0.6 1.6 -2.4
H -2.2873 0.9539 1.2870 0.1 -0.6 -0.1
N -0.9769 -0.6107 -1.3864 0.1 -1.5 2.2
N 1.3859 0.5698 -1.7775 3.3 0.7 -1.9
N 1.8024 0.9756 0.4991 -1.4 -1.4 1.4
N -0.0880 -1.4102 1.1707 2.0 -0.8 3.1
N -1.8994 0.0383 1.5579 -0.9 1.1 1.0
```
Forces are in eV/Å.

Here is a cluster of 2 separate species, C6H13P in total at a distorted geometry from the Open Molecules 2025 dataset. Energies are from the ωB97M-V functional and the def2-TZVPD basis.

Output
Energy relative to the best compared isomer or geometry (same formula, charge and spin) = 5.272 eV
Kohn-Sham gap (alpha / beta) = 8.57 / 8.55 eV
E_LUMO (alpha / beta) = -0.26 / 0.22 eV

The geometry in XYZ format:
```
20
Properties=species:S:1:pos:R:3:forces:R:3
C 1.1789 0.4699 0.5665 0.1 1.2 3.1
C 0.7109 -0.7581 -0.0227 1.2 -1.1 1.2
C -0.3221 2.9516 0.1756 0.2 -1.1 2.9
C 0.6539 -2.0549 0.8293 0.2 0.0 -0.7
C -1.7172 -0.3361 -0.1875 -1.1 -5.0 -3.6
C -0.3740 -0.6204 -0.9702 -2.5 0.3 -1.0
P 2.3709 -0.0998 -0.5890 1.2 -0.3 -0.5
H 1.3836 0.6432 1.6801 -0.4 -0.2 -1.8
H -1.2709 2.4282 0.3825 0.6 0.7 0.0
H 0.0366 2.8819 -0.8048 0.6 0.2 -1.2
H 0.3689 3.1421 1.0674 -1.2 0.0 -1.7
H -0.0646 -1.8397 1.6654 0.8 -0.6 -0.6
H 1.7085 -2.3040 1.2202 -1.8 0.1 -0.5
H 0.2100 -2.8573 0.1147 1.0 1.0 1.6
H -1.9481 -1.3022 0.4502 0.0 2.2 -1.2
H -2.5376 -0.1545 -1.0067 1.2 -0.5 1.8
H -1.6028 0.4920 0.3716 0.3 2.6 2.1
H -0.1920 0.2349 -1.6164 -0.1 0.1 -0.1
H -0.4315 -1.5066 -1.6367 -0.2 0.4 0.4
H 1.8386 0.5897 -1.6896 0.0 0.1 -0.4
```
Forces are in eV/Å.

Here is a structure of composition C30H22FeN5O3S5 from the Open Molecules 2025 dataset. Energies are from the ωB97M-V functional and the def2-TZVPD basis.

Output
Energy relative to the best compared isomer or geometry (same formula, charge and spin) = 0.145 eV
Kohn-Sham gap (alpha / beta) = 6.32 / 5.76 eV
Spin multiplicity = 2
Net charge = -2
E_LUMO (alpha / beta) = 3.88 / 3.28 eV

The geometry in XYZ format:
```
66
Properties=species:S:1:pos:R:3:forces:R:3
Fe 0.0192 0.1628 -0.0839 -0.1 0.1 0.0
C -1.5345 0.3381 3.8613 0.0 0.0 0.0
C -1.2759 0.2517 2.3926 -0.2 0.0 -0.1
N -0.1164 0.3590 1.8433 0.1 -0.1 0.0
N 1.0067 0.5960 2.5571 0.1 0.0 -0.2
C 2.0301 0.6733 1.6868 0.0 0.0 0.3
O 1.9648 0.5152 0.4436 -0.1 -0.1 -0.1
C 3.3626 1.0050 2.2831 -0.1 0.0 0.0
C 4.3935 1.3976 1.4387 0.0 0.0 0.0
C 5.6335 1.7335 1.9623 0.0 0.0 0.0
C 5.8537 1.6658 3.3314 0.0 0.0 0.0
C 4.8250 1.2689 4.1777 0.0 0.0 0.0
C 3.5812 0.9458 3.6560 0.0 0.0 0.0
C -2.3520 0.0671 1.4100 0.2 0.0 0.2
C -3.6969 -0.0259 1.7534 -0.1 0.0 0.0
C -4.6436 -0.1401 0.7502 0.0 0.0 0.1
C -4.2289 -0.1557 -0.5717 0.0 0.0 0.0
C -2.8704 -0.0831 -0.8389 0.0 0.0 0.0
N -1.9579 0.0161 0.1207 0.0 -0.1 0.0
H -0.5830 0.4337 4.3781 0.0 0.0 0.0
H -2.0501 -0.5559 4.2219 0.0 0.0 0.0
H -2.1544 1.2066 4.1021 0.0 0.0 0.0
H 4.1977 1.4479 0.3754 0.0 0.0 0.0
H 6.4270 2.0572 1.3001 0.0 0.0 0.0
H 6.8227 1.9286 3.7397 0.0 0.0 0.0
H 4.9924 1.2172 5.2471 0.0 0.0 0.0
H 2.7635 0.6473 4.2976 0.0 0.0 0.0
H -3.9856 0.0034 2.7951 0.0 0.0 0.0
H -5.6962 -0.2073 0.9984 0.0 0.0 0.0
H -4.9365 -0.2311 -1.3859 0.0 0.0 0.0
H -2.4702 -0.1152 -1.8446 0.0 0.0 0.0
S 2.4513 2.7153 -1.7832 0.0 -0.1 -0.1
C 1.9382 3.7664 -0.6068 0.1 0.1 0.1
C 2.8529 4.8231 -0.2138 -0.1 -0.1 0.0
N 3.5989 5.6550 0.0649 0.0 0.0 0.0
C 0.6711 3.7494 0.0241 -0.1 0.1 0.1
S -0.5240 2.5674 -0.0636 0.1 -0.1 -0.2
C 0.3178 4.9011 0.8217 0.1 -0.1 0.0
N 0.0242 5.8110 1.4647 0.0 0.0 0.0
C -2.3690 -3.4486 -2.0353 0.0 0.1 0.0
O -1.4792 -2.6272 -1.2988 0.0 0.0 -0.1
C -0.5629 -3.2080 -0.5021 -0.2 0.0 0.3
S -0.5540 -4.8731 -0.2704 0.1 0.0 -0.1
S 0.4725 -2.1263 0.2877 0.0 0.0 0.1
H -2.9855 -2.7565 -2.6083 0.0 0.0 0.0
H -2.9864 -4.0551 -1.3714 0.0 0.0 0.0
H -1.8221 -4.1168 -2.7007 0.0 0.0 0.0
C -2.6695 -0.2298 -8.5868 0.0 0.0 0.0
C -1.6334 -0.4116 -9.6681 0.0 0.0 0.0
O -1.9275 -0.5053 -10.8371 0.0 0.0 0.0
S 0.0883 -0.5241 -9.2285 0.0 0.0 0.0
C 0.1186 -0.4304 -7.4623 0.0 0.0 0.0
C -0.0882 -1.5748 -6.6953 0.0 0.0 0.1
C -0.1063 -1.4976 -5.3148 0.0 0.0 -0.1
C 0.0887 -0.2741 -4.6489 0.0 0.0 0.1
C 0.3269 0.8655 -5.4410 0.0 0.0 0.0
C 0.3415 0.7883 -6.8205 0.0 0.0 0.0
C 0.0491 -0.1851 -3.2352 0.0 0.0 0.0
C 0.0579 -0.0806 -2.0148 0.2 0.3 -0.1
H -3.5048 0.3212 -9.0155 0.0 0.0 0.0
H -2.2839 0.2696 -7.7024 0.0 0.0 0.0
H -3.0256 -1.2182 -8.2894 0.0 0.0 0.0
H -0.2405 -2.5267 -7.1903 0.0 0.0 0.0
H -0.2681 -2.3853 -4.7170 0.0 0.0 0.0
H 0.5028 1.8082 -4.9390 0.0 0.0 0.0
H 0.5190 1.6775 -7.4137 0.0 0.0 0.0
```
Forces are in eV/Å.

Here is the ion CH2NO3PS with charge -2 at a distorted geometry from the Open Molecules 2025 dataset. Energies are from the ωB97M-V functional and the def2-TZVPD basis.

Output
Energy relative to the best compared isomer or geometry (same formula, charge and spin) = 2.380 eV
Kohn-Sham gap = 5.79 eV
Net charge = -2
E_LUMO = 6.34 eV

The geometry in XYZ format:
```
9
Properties=species:S:1:pos:R:3:forces:R:3
C -0.1440 -0.8133 -0.1826 2.3 -2.7 0.9
N -1.3642 -1.0374 -0.3982 -0.7 3.6 -0.7
O 1.7367 1.1153 -1.0341 -0.5 -0.1 -0.7
O 1.1687 0.8407 1.4304 -0.1 0.3 1.2
O -0.6325 1.8407 -0.1283 2.6 -0.2 -2.5
P 0.7416 0.7893 0.0177 -0.8 0.7 -0.1
S 0.8968 -2.4367 0.2221 -0.7 1.8 -0.8
H -1.0060 1.6738 0.6891 -1.6 -0.3 2.7
H -1.3972 -1.9724 -0.6163 -0.6 -3.0 0.1
```
Forces are in eV/Å.

Here is a structure of composition C31H32BN8O4Zr at a distorted geometry from the Open Molecules 2025 dataset. Energies are from the ωB97M-V functional and the def2-TZVPD basis.

Output
Energy relative to the best compared isomer or geometry (same formula, charge and spin) = 1.599 eV
Kohn-Sham gap = 5.51 eV
Net charge = +3
E_LUMO = -10.72 eV

The geometry in XYZ format:
```
77
Properties=species:S:1:pos:R:3:forces:R:3
Zr -0.0094 -0.4710 -1.2787 0.3 -1.0 -1.0
C 4.5021 -0.2066 -1.6107 -0.2 -0.1 0.0
C 3.2056 -0.7142 -1.6603 0.0 -0.3 -0.1
N 2.1339 0.0975 -1.6506 0.6 0.9 0.0
C 2.3640 1.4436 -1.6114 0.7 -0.2 -0.1
C 3.6903 1.9132 -1.5765 -1.0 0.1 0.0
N 4.7185 1.0967 -1.5660 0.5 -0.2 0.0
C 1.1659 2.3018 -1.6066 -0.2 0.9 -0.1
C 1.1900 3.6898 -1.5916 0.1 -0.8 0.0
C -0.0055 4.4322 -1.5862 0.0 0.1 0.0
C -1.2007 3.6890 -1.5914 -0.1 -0.8 0.0
C -1.1762 2.3001 -1.6058 0.2 0.9 -0.1
N -0.0045 1.6176 -1.6279 0.0 1.0 -0.3
C -2.3708 1.4372 -1.6031 -0.7 -0.2 0.0
C -3.6981 1.9020 -1.5468 1.0 0.1 0.0
N -4.7229 1.0812 -1.5415 -0.5 -0.2 0.0
C -4.5034 -0.2223 -1.5891 0.3 0.0 0.0
C -3.2057 -0.7270 -1.6345 0.0 -0.3 -0.1
N -2.1382 0.0911 -1.6491 -0.8 0.9 0.1
C -0.0020 5.9041 -1.5812 0.0 0.3 0.0
C -1.1943 6.6423 -1.5814 0.0 -0.1 0.0
C -1.1383 8.0304 -1.5810 -0.2 -0.8 0.0
N 0.0053 8.6659 -1.5800 0.0 1.6 0.0
C 1.1464 8.0239 -1.5812 0.2 -0.8 0.0
C 1.1948 6.6362 -1.5819 0.0 -0.1 0.0
H 5.3786 -0.8434 -1.6073 -0.1 -0.1 0.0
H 3.0266 -1.7860 -1.7291 0.0 0.2 0.0
H 3.9348 2.9665 -1.5544 -0.2 0.1 0.0
H 2.1406 4.1940 -1.5864 0.0 0.0 0.0
H -2.1505 4.1950 -1.5876 -0.1 0.0 0.0
H -3.9466 2.9536 -1.4964 0.2 0.1 0.0
H -5.3783 -0.8600 -1.5853 0.1 -0.2 0.0
H -3.0230 -1.8022 -1.6678 0.0 0.2 0.0
H -2.1661 6.1830 -1.5801 -0.2 -0.1 0.0
H -2.0330 8.6348 -1.5794 -0.2 0.0 0.0
H 2.0442 8.6241 -1.5795 0.1 0.0 0.0
H 2.1645 6.1724 -1.5813 0.2 -0.1 0.0
O 4.2257 -6.1161 1.7832 0.4 -0.2 -0.1
C 3.0492 -5.5832 2.2678 -0.4 0.2 0.2
N 2.3201 -4.8762 1.1993 0.2 0.1 0.3
C 1.3379 -5.4770 0.4986 0.0 0.5 -0.1
O 0.8332 -6.5358 0.7690 -0.1 -0.3 -0.1
C 0.7612 -4.6804 -0.6687 -0.1 0.2 0.0
C 0.0585 -5.3857 -1.6498 0.1 0.3 0.2
C -0.5581 -4.6859 -2.6767 0.0 0.4 0.0
C -0.5248 -3.2993 -2.6599 -0.3 -0.4 -0.6
N 0.1100 -2.6022 -1.6954 0.1 -0.8 -0.5
C 0.7690 -3.2957 -0.7365 0.2 -0.3 0.4
H 4.1209 -7.0457 1.5478 0.0 0.1 0.0
H 3.3046 -4.8303 3.0209 0.0 -0.2 -0.1
H 2.3727 -6.3291 2.6914 0.1 0.1 0.0
H 2.8359 -4.1041 0.8062 -0.1 -0.1 -0.1
H -0.0017 -6.4629 -1.5729 0.0 -0.1 0.0
H -1.0824 -5.2082 -3.4622 0.0 0.0 -0.1
H -1.0189 -2.7228 -3.4463 0.1 -0.1 0.2
H 1.2725 -2.6969 0.0288 -0.2 -0.2 -0.1
C 0.5803 -0.9568 3.8749 -0.1 0.0 -0.4
C -0.5360 -1.2748 2.8812 -0.1 0.1 0.6
C -1.2284 -2.5699 3.2748 0.2 0.2 -0.3
O 0.1235 -1.4574 1.5808 0.6 -0.1 -0.6
B 0.0469 -0.2863 0.8855 -1.0 -0.2 2.8
O -0.8381 0.5902 1.4447 0.7 0.6 -0.4
C -1.4839 -0.0625 2.5923 -0.6 -0.6 0.1
C -1.6588 0.8958 3.7575 0.2 0.0 -0.4
C -2.8508 -0.4943 2.0484 0.4 0.1 0.0
H 1.3066 -1.7663 3.8479 0.0 0.0 0.0
H 0.1944 -0.8817 4.8866 0.0 0.1 0.1
H 1.0826 -0.0294 3.6062 0.1 0.1 0.1
H -0.4790 -3.3388 3.4451 0.1 -0.1 0.1
H -1.9125 -2.9317 2.5112 -0.1 0.0 0.0
H -1.7740 -2.4168 4.2011 -0.1 0.0 0.1
H -0.7196 1.3461 4.0603 0.1 0.0 0.0
H -2.0794 0.3580 4.6040 -0.1 0.0 0.1
H -2.3422 1.6916 3.4755 -0.1 0.1 0.0
H -2.7289 -1.2051 1.2206 -0.1 0.0 0.2
H -3.3731 0.3869 1.6744 0.0 0.0 0.0
H -3.4559 -0.9420 2.8313 -0.1 -0.1 0.0
```
Forces are in eV/Å.